(1)
11
Properties=species:S:1:pos:R:3:forces:R:3 method="wB97M-V/def2-TZVPD" smiles="C=COC(=O)C=O" total_energy_ev=-10352.17218 orbital_gap_ev=9.5 spin_multiplicity=1
O 0.248010 0.246123 0.868853 -0.6 0.5 -0.2
O -0.047805 -0.905785 -1.093621 -0.3 0.8 0.5
O -0.541534 1.761538 -2.138119 1.0 1.1 2.9
C -0.110881 1.689912 -0.993671 -0.7 -4.0 -3.2
C 0.031554 -2.044636 1.822646 -3.4 3.2 -5.2
C 0.399305 -0.731247 1.781103 1.9 -2.2 3.3
C -0.015919 0.095899 -0.448711 0.3 1.8 -0.4
H 0.329728 -2.568851 2.654964 0.3 -1.4 1.5
H 1.036834 -0.320977 2.699003 -1.4 -0.8 -2.2
H 0.385361 2.417674 -0.344213 -0.4 0.5 -0.1
H -0.845647 -2.402420 0.925150 3.2 0.6 3.0

---

(2)
9
Properties=species:S:1:pos:R:3:forces:R:3 method="wB97M-V/def2-TZVPD" total_energy_ev=-16691.41376 orbital_gap_ev=9.6 spin_multiplicity=1
I 0.678051 -2.855121 0.587446 -0.1 -1.1 0.4
F 2.041933 -0.434764 0.326728 2.4 0.5 -1.7
F -1.087938 0.973764 -2.262806 0.0 0.1 -0.8
C -0.632376 0.080826 -0.220771 2.9 -1.0 3.3
C -0.332847 0.183935 -1.484133 -2.2 1.1 1.6
C 0.935530 -0.853509 0.856991 -4.3 2.9 -1.5
H 0.399600 -0.349405 -1.953567 1.9 -1.1 -1.5
H 0.901770 -0.276478 1.766900 -0.9 -0.9 0.9
H -1.348090 0.651180 0.401307 0.5 -0.6 -0.7

---

(3)
74
Properties=species:S:1:pos:R:3:forces:R:3 method="wB97M-V/def2-TZVPD" total_charge=+1 total_energy_ev=-86801.36403 orbital_gap_ev="6.3 / 6.9" spin_multiplicity=1
Sn 1.877767 -0.364495 0.086158 -0.1 0.3 -0.4
Cl 5.299148 2.191072 -2.466829 0.0 -0.1 0.0
Cl 3.092263 1.873386 -4.362760 0.0 -0.1 0.0
S 0.456627 1.642791 1.215037 -0.1 0.0 0.0
O 2.611978 1.235818 -1.372825 -0.3 -0.3 0.5
O 0.767161 4.365654 -2.753167 0.0 0.0 -0.1
O -0.165522 -0.253203 -2.250097 -0.4 -0.2 0.1
O 3.267034 -0.788642 -1.966857 -0.1 0.2 0.0
N -0.191817 -0.744927 -1.088605 1.2 1.5 0.0
N -4.063511 -5.086649 -2.124481 0.0 0.0 0.0
N -2.952855 -5.067845 -0.093524 0.0 -0.1 -0.1
N 0.265583 2.951458 -1.085359 -0.2 -0.1 -0.3
N -2.391834 -3.594089 -1.798375 -0.3 -0.2 -0.8
N -1.586633 3.064240 0.308889 0.2 -0.1 -0.2
N -0.705017 -2.021419 -1.043807 -1.0 -1.5 -0.3
C -0.378457 2.581674 0.043348 0.0 0.3 0.3
C 1.424937 -3.313389 1.727652 0.3 0.0 -0.2
C -4.069552 4.102118 -3.759580 0.0 -0.1 0.1
C -2.416261 2.806389 -2.595021 0.2 0.1 -0.1
C -2.733689 3.776106 2.386673 0.3 -0.1 -0.1
C -2.483197 2.652244 1.380977 -0.1 0.2 0.3
C 4.859663 -1.957430 1.555166 -0.1 0.1 -0.1
C 2.692631 -3.262403 1.127701 -0.1 -0.1 -0.1
C 4.153838 1.057739 -3.202207 -0.1 0.2 0.1
C -1.546192 -2.774276 -1.386459 0.6 0.5 0.5
C -1.536192 3.887692 -2.630144 -0.1 -0.1 -0.1
C 0.196099 -2.019987 3.677928 0.1 0.0 -0.2
C 2.953442 -0.576497 3.758545 -0.1 -0.1 -0.1
C -3.681235 2.918956 -3.145988 0.0 0.0 0.0
C 0.355819 -4.289290 1.367098 0.0 0.1 0.1
C 2.541009 -1.627724 2.781390 -0.1 -0.3 0.0
C 3.212346 -4.165188 0.046437 -0.1 0.2 0.0
C -3.121152 -4.580392 -1.329988 0.1 0.2 0.4
C 3.285519 0.446300 -2.106649 0.1 -0.2 -0.3
C -0.114931 3.779529 -2.188234 0.1 0.1 0.2
C 1.346254 -2.295522 2.755934 0.1 0.4 0.2
C -1.936376 5.075612 -3.241221 0.1 0.1 0.1
C -3.197912 5.180339 -3.801174 0.0 0.0 -0.1
C -1.469392 4.157062 3.153078 -0.2 0.0 -0.1
C 3.414670 -2.242067 1.754420 0.0 -0.3 0.4
H -4.676301 -5.826320 -1.830148 0.0 0.0 0.0
H -2.032014 1.803064 1.887265 0.0 -0.1 -0.1
H -3.129503 4.648044 1.858982 -0.1 0.0 0.1
H -3.425763 2.339103 0.924086 0.1 0.0 0.0
H 3.199904 -3.669431 -0.928498 0.0 -0.1 0.0
H 0.470834 -2.227625 4.713826 -0.1 0.0 0.0
H -0.712298 4.553516 2.475474 0.1 0.0 0.1
H 3.336911 -1.039221 4.672397 0.0 0.1 0.0
H 1.238166 2.657068 -1.154521 0.0 0.0 0.0
H 4.714603 0.291693 -3.722250 0.0 0.0 0.0
H 3.735671 0.066929 3.356581 0.0 0.0 0.0
H 5.452328 -2.741954 2.036403 0.1 0.0 0.0
H -4.169296 -4.708030 -3.050152 0.0 0.0 0.0
H -3.493493 6.093801 -4.299166 0.0 0.0 0.1
H -1.978604 3.709026 -0.361112 0.0 0.0 -0.1
H 2.103136 0.048686 4.033934 0.0 0.0 0.1
H 4.244159 -4.454880 0.247063 0.0 -0.1 0.0
H 2.612105 -5.071587 -0.026336 0.0 0.0 0.0
H -1.047503 3.285785 3.655120 0.0 0.0 0.0
H 5.113140 -1.959427 0.493144 0.1 0.0 0.0
H -1.242160 5.904909 -3.279084 0.0 0.0 0.0
H 0.129769 -4.213346 0.300142 0.0 -0.1 0.0
H -3.436079 -5.897170 0.207104 0.0 0.0 0.0
H -4.353995 2.071570 -3.117317 0.0 0.0 0.0
H -0.552340 -4.096492 1.941498 0.0 0.0 0.0
H -2.081735 1.863957 -2.194492 0.0 -0.2 0.2
H -0.100593 -0.970345 3.613725 0.0 0.0 0.1
H -5.047329 4.175517 -4.217503 0.0 0.0 0.0
H -0.677534 -2.625157 3.439720 0.0 0.0 0.0
H -2.164436 -4.761089 0.452161 0.0 0.0 0.0
H 0.674422 -5.315624 1.563801 0.0 0.0 0.0
H 5.154544 -1.002732 1.987188 0.0 0.0 0.0
H -1.689534 4.913487 3.904799 0.0 0.0 0.0
H -3.501217 3.433544 3.083112 -0.1 0.0 -0.1

---

Respective energy above the lowest of the compared OMol25 structures with the same formula, charge and spin values: 70.1, 70.2, 79.8 kcal/mol.